83
Properties=species:S:1:pos:R:3:forces:R:3 method="wB97M-V/def2-TZVPD" total_charge=-1 max_force_ev_per_a=2.3 energy_ev=-98448.739 lumo_energy_ev=0.81 gap_ev=5.0
C 5.0661 -1.4637 1.5742 0.2 0.1 0.1
O 4.4454 -2.3905 0.7179 -0.3 0.5 0.1
C 3.0418 -2.5111 0.9705 0.3 0.0 -0.1
C 2.3160 -2.8081 -0.3447 -0.7 -0.6 0.4
C 1.3321 -4.0185 -0.2410 0.3 0.7 -0.4
C -0.1418 -3.5675 -0.3001 0.3 -0.4 0.4
C -1.0769 -4.5220 0.4713 -0.1 0.6 -0.3
C -2.5385 -4.3537 0.0430 0.3 -0.1 0.1
C -3.0774 -2.9226 0.2961 -0.4 -0.3 -0.9
C -4.5563 -2.8966 0.7565 0.2 -0.4 0.2
C -4.7982 -2.3906 2.1820 0.7 0.2 0.1
C -4.3878 -0.9321 2.4640 -0.5 -0.1 0.1
Ga -5.7633 0.4795 1.8817 0.1 0.2 0.3
C -5.0999 1.5171 0.1888 0.1 -0.5 0.1
C -3.6225 1.3708 0.2014 -1.7 1.0 0.1
C -2.9038 2.1315 1.1076 0.4 0.4 0.4
C -1.5435 1.9910 1.1906 -0.2 0.5 0.5
C -0.8905 1.1067 0.3719 2.3 -0.1 0.1
C 0.6197 0.9389 0.5290 -0.8 -0.2 0.3
C -1.5787 0.3637 -0.5512 -0.1 -0.2 -0.2
C -2.9437 0.5153 -0.6287 -0.1 -0.9 -0.8
H 4.5558 -0.4887 1.5873 -0.1 -0.1 -0.1
H 5.1101 -1.8106 2.6175 0.1 -0.1 -0.1
H 6.0751 -1.3019 1.1891 0.0 -0.1 0.2
H 2.6636 -1.5889 1.4314 0.1 0.0 -0.1
H 2.8991 -3.3095 1.7116 -0.1 0.0 -0.1
H 3.0519 -2.9649 -1.1339 0.1 0.0 0.2
H 1.6966 -1.9562 -0.6303 0.3 0.2 -0.1
H 1.5000 -4.5581 0.6958 0.1 -0.1 -0.1
H 1.5807 -4.6763 -1.0791 -0.3 -0.3 0.2
H -0.2000 -2.5788 0.1669 -0.2 0.0 -0.2
H -0.4538 -3.4737 -1.3463 -0.1 0.1 0.1
H -0.7098 -5.5442 0.3285 -0.2 0.0 0.1
H -1.0132 -4.2348 1.5283 0.2 -0.4 0.0
H -2.5784 -4.6003 -1.0268 -0.2 0.1 0.1
H -3.1877 -5.0868 0.5350 0.2 0.0 0.1
H -2.4024 -2.3401 0.9278 -0.2 -0.1 0.2
H -3.0519 -2.4304 -0.6816 0.2 0.2 0.2
H -4.9006 -3.9405 0.7380 -0.2 0.2 -0.2
H -5.1494 -2.3615 0.0079 -0.1 0.2 0.3
H -5.8511 -2.5432 2.4440 0.0 0.1 -0.1
H -4.2257 -3.0525 2.8583 -0.1 -0.1 -0.2
H -3.3773 -0.6992 2.1052 -0.1 -0.1 -0.1
H -4.3220 -0.8375 3.5573 0.0 0.1 -0.1
H -7.2499 -0.1088 1.6932 0.0 -0.2 -0.2
H -5.8548 1.5737 3.0865 0.1 0.1 -0.1
H -5.5432 1.0999 -0.7198 0.0 0.1 0.0
H -5.3687 2.5687 0.3063 -0.2 -0.1 0.0
H -3.3876 2.8431 1.7687 -0.3 -0.2 -0.1
H -0.9950 2.5727 1.9266 0.1 0.0 -0.1
H 0.7967 -0.1252 0.7043 0.4 0.0 -0.1
H 1.1907 1.2976 -0.3318 0.1 -0.1 0.1
H 0.9170 1.4816 1.4282 0.3 0.0 -0.2
H -1.0418 -0.3322 -1.1899 -0.1 0.0 0.0
H -3.5081 -0.0801 -1.3419 0.0 0.1 0.0
C 1.8031 1.6759 -3.4806 0.0 0.0 0.0
C 0.4440 1.5799 -3.2135 0.2 0.0 0.0
C -0.4616 1.4543 -4.2553 -0.2 0.0 0.1
C 0.0124 1.4223 -5.5557 0.2 0.0 0.2
C 1.3638 1.5237 -5.8383 0.2 0.0 -0.2
C 2.2619 1.6518 -4.7918 -0.1 0.0 0.1
N -0.9384 1.2657 -6.6662 0.0 0.0 -0.1
O -2.1196 1.1983 -6.3960 0.0 0.0 0.0
O -0.4852 1.2099 -7.7955 0.0 0.0 0.0
H 2.5073 1.7697 -2.6629 0.0 0.0 0.0
H 0.0898 1.5997 -2.1917 -0.1 0.0 -0.1
H -1.5191 1.3799 -4.0436 0.0 0.0 -0.1
H 1.7207 1.5020 -6.8577 -0.2 0.0 0.0
H 3.3213 1.7298 -4.9976 0.0 0.0 0.0
C 5.7386 4.2108 3.5356 0.0 0.0 0.0
C 4.3843 4.1753 3.8401 0.1 0.0 -0.1
C 3.4466 4.0786 2.8241 -0.2 0.0 0.2
C 3.8820 4.0145 1.5130 0.2 0.0 0.2
C 5.2265 4.0554 1.1924 0.2 0.0 -0.2
C 6.1588 4.1549 2.2131 -0.1 0.0 0.1
N 2.8888 3.8868 0.4354 -0.1 0.0 -0.1
O 1.7200 3.8698 0.7515 0.1 0.1 0.0
O 3.3030 3.7961 -0.7064 0.0 0.0 0.0
H 6.4692 4.2810 4.3316 0.0 0.0 0.0
H 4.0584 4.2200 4.8705 0.0 0.0 0.0
H 2.3926 4.0505 3.0608 0.0 0.0 -0.2
H 5.5531 4.0085 0.1638 -0.2 0.0 0.0
H 7.2141 4.1852 1.9775 0.0 0.0 0.0